# 1
A molecular structure, C43H41GeN5O4PTa at a distorted geometry. Source: OMol25; level of theory: the ωB97M-V functional and the def2-TZVPD basis.

Structure (XYZ):
```
96
Properties=species:S:1:pos:R:3:mulliken_charge:R:1
Ta -0.85294 -1.63274 0.90184 0.59
O 3.22532 -3.19986 0.08063 -0.53
C 1.94472 -2.98817 0.29510 0.21
O 1.31107 -2.00786 -0.07610 0.11
C 1.23306 -4.03190 1.07727 0.39
C 1.68562 -5.29875 1.35762 -0.88
C 0.81536 -6.17532 2.00610 -0.51
C -0.45420 -5.74112 2.34390 -0.79
C -0.79809 -4.43212 2.06709 0.79
N 0.02502 -3.58770 1.44565 -0.02
C -2.14220 -3.83084 2.36911 -0.01
O -3.07417 -4.46718 2.73466 -0.55
O -2.11586 -2.49598 2.11873 -0.70
H 3.62785 -2.41349 -0.32387 0.38
H 2.68139 -5.59997 1.06424 0.58
H 1.12552 -7.18673 2.23124 0.49
H -1.18092 -6.37966 2.82757 0.58
C -3.86936 1.73492 1.07522 -0.89
C -4.84249 1.31018 0.18651 -0.85
C -4.66507 0.12305 -0.50704 -1.19
C -3.51636 -0.61721 -0.29813 1.10
N -2.55869 -0.18774 0.56015 -0.03
C -2.74284 0.95589 1.23804 -1.21
C -3.20131 -1.89859 -0.97761 -0.10
C -4.18863 -2.67894 -1.56658 -0.71
C -3.84516 -3.87643 -2.17712 -1.07
C -2.52284 -4.30314 -2.17034 -0.89
C -1.55304 -3.53395 -1.53337 -1.08
C -1.85664 -2.30300 -0.93338 1.95
H -3.97237 2.64693 1.64592 0.59
H -5.74075 1.89553 0.03851 0.47
H -5.41486 -0.22351 -1.20352 0.48
H -1.97043 1.22560 1.94366 1.15
H -5.22864 -2.37955 -1.53719 0.43
H -4.61121 -4.48791 -2.63461 0.44
H -2.25784 -5.24499 -2.63422 0.53
H -0.53653 -3.92283 -1.50124 0.45
C -0.54429 -0.19628 -5.19552 -0.82
N 0.68643 -0.93624 -4.62808 0.12
C 1.89395 0.01164 -4.73423 -0.84
N 1.63222 1.22642 -4.06047 0.19
C 0.44122 1.87692 -4.61079 -0.93
N -0.74979 1.02724 -4.51454 0.26
C -1.18690 0.83318 -3.12324 -1.45
P 0.09704 0.03925 -2.05305 2.01
C 0.44640 -1.37436 -3.20572 -1.50
C 1.54442 1.07445 -2.59887 -0.58
H -1.38985 -0.87423 -5.08698 0.40
H -0.32306 -0.03248 -6.25009 0.33
H 0.86186 -1.75937 -5.20570 0.37
H 2.04874 0.17096 -5.80141 0.38
H 2.74393 -0.51894 -4.30690 0.37
H 0.61950 2.11237 -5.66045 0.29
H 0.26404 2.80071 -4.06498 0.38
H -2.09145 0.21973 -3.10580 0.43
H -1.44195 1.80222 -2.69494 0.40
H -0.40370 -2.05439 -3.21709 0.69
H 1.32818 -1.92535 -2.87547 0.34
H 2.46835 0.62882 -2.22208 0.58
H 1.46665 2.06291 -2.15270 -0.42
C 0.24630 -0.25248 1.80217 -0.21
Ge 0.98051 1.54727 1.99240 2.87
C 2.84689 1.30300 2.42924 -0.43
C 3.72480 0.76611 1.48211 0.27
C 5.06352 0.55502 1.77977 -0.99
C 5.54268 0.87671 3.04494 -0.59
C 4.68638 1.40677 3.99727 -0.74
C 3.34511 1.62071 3.69127 -0.66
C 0.87421 2.70604 0.43246 0.56
C 2.01463 3.38986 0.00001 -1.00
C 1.94569 4.33262 -1.02389 -0.72
C 0.72834 4.62689 -1.62102 -0.72
C -0.42120 3.97379 -1.19036 -0.38
C -0.34180 3.02096 -0.18293 0.01
C 0.05438 2.47849 3.41996 0.55
C -0.73634 1.83323 4.37085 -0.51
C -1.34660 2.54662 5.39714 -0.72
C -1.16667 3.91993 5.48663 -0.59
C -0.37905 4.57908 4.55096 -0.69
C 0.22356 3.86330 3.52557 -0.49
H 0.33907 -0.68908 2.82133 0.54
H 3.36216 0.52814 0.48321 0.47
H 5.73709 0.15481 1.03194 0.44
H 6.58665 0.72015 3.28270 0.40
H 5.06241 1.66030 4.97979 0.44
H 2.69025 2.04217 4.44519 0.41
H 2.97312 3.19451 0.46522 0.43
H 2.84124 4.85271 -1.33879 0.47
H 0.67088 5.38005 -2.39671 0.45
H -1.38136 4.22723 -1.62586 0.46
H -1.25784 2.54138 0.14283 0.04
H -0.88412 0.75834 4.32241 0.28
H -1.95542 2.03164 6.12890 0.44
H -1.63613 4.47669 6.28699 0.41
H -0.23579 5.64946 4.62051 0.42
H 0.82900 4.39751 2.80044 0.41
```

LUMO level = -6.17 eV
HOMO energy = -12.72 eV
Energy relative to the best compared isomer or geometry (same formula, charge and spin) = 0.634 eV
HOMO-LUMO gap = 0.241 Ha
Molecular weight = 976.36 g/mol
Total charge = +2

---

# 2
A molecular structure, C43H41N3O5Se2Ti. Source: OMol25; level of theory: the ωB97M-V functional and the def2-TZVPD basis.

Structure (XYZ):
```
95
Properties=species:S:1:pos:R:3:mulliken_charge:R:1
Ti 0.89982 0.53084 1.31481 -2.29
C -1.46175 -3.81336 -2.96634 -1.57
C -0.60951 -3.46325 -1.76616 1.13
C 0.03095 -4.65936 -1.10441 -1.69
O 0.42409 -2.55080 -2.11407 -0.53
C -0.03158 -1.24570 -1.78291 0.81
C -0.78013 -1.55844 -0.49289 -0.54
O -1.44060 -2.75565 -0.81858 -0.20
C -1.70039 -0.48647 0.13966 2.05
O -0.84419 0.35802 0.89102 1.80
C -2.43856 0.36160 -0.89410 0.72
C -2.46502 1.74502 -0.76074 -0.28
C -3.15100 2.53563 -1.67374 -0.88
C -3.82206 1.95009 -2.73413 -0.77
C -3.80501 0.56804 -2.87214 -1.22
C -3.12156 -0.22014 -1.95980 0.30
C -2.71635 -1.09549 1.12334 0.29
C -3.75520 -1.91540 0.69402 -0.21
C -4.67574 -2.42156 1.59791 -1.07
C -4.58122 -2.11896 2.94911 -0.84
C -3.54976 -1.30420 3.38807 -1.27
C -2.62802 -0.79776 2.48108 -0.37
C 1.15204 -0.24991 -1.69235 1.76
O 1.38079 0.08076 -0.32183 0.38
C 2.43590 -0.88118 -2.23467 0.31
C 2.81923 -0.70969 -3.55525 -0.38
C 3.96527 -1.33048 -4.03592 -0.97
C 4.73638 -2.12039 -3.19936 -0.66
C 4.35335 -2.29715 -1.87491 -1.17
C 3.20624 -1.68598 -1.40053 -0.21
C 0.88324 1.08028 -2.40595 -0.29
C -0.10366 1.29451 -3.35507 0.37
C -0.23273 2.53396 -3.97961 -0.76
C 0.62590 3.57003 -3.67019 -0.92
C 1.63748 3.35826 -2.73736 -0.78
C 1.76384 2.12943 -2.12026 -0.59
H -0.86912 -4.38053 -3.68300 0.42
H -1.82646 -2.90837 -3.45233 0.30
H -2.31589 -4.41308 -2.65216 0.36
H 0.74606 -5.11405 -1.78862 0.38
H -0.72978 -5.39125 -0.83501 0.38
H 0.55829 -4.34179 -0.20473 0.31
H -0.73430 -0.90962 -2.54085 0.12
H 0.00389 -1.75398 0.24280 -0.81
H -1.93384 2.21116 0.05838 -0.01
H -3.15485 3.61136 -1.55338 0.48
H -4.35582 2.56397 -3.44740 0.44
H -4.32924 0.09936 -3.69507 0.45
H -3.12017 -1.29519 -2.08338 0.29
H -3.85403 -2.17341 -0.34858 0.33
H -5.47513 -3.05659 1.23956 0.48
H -5.30431 -2.51504 3.64923 0.43
H -3.45547 -1.06525 4.43995 0.51
H -1.81184 -0.18425 2.83948 0.80
H 2.23182 -0.08704 -4.21782 0.49
H 4.25860 -1.18972 -5.06796 0.46
H 5.63278 -2.59558 -3.57510 0.41
H 4.94962 -2.91477 -1.21579 0.48
H 2.90178 -1.83287 -0.37285 0.34
H -0.80136 0.52312 -3.64723 0.59
H -1.01748 2.67289 -4.71157 0.48
H 0.52456 4.52984 -4.15922 0.44
H 2.33906 4.15036 -2.50832 0.50
H 2.57849 1.95236 -1.42838 0.73
Se 2.88125 0.67353 4.10803 -0.03
Se 3.79285 0.56712 1.46537 0.12
C 3.15538 2.31303 1.14280 -0.07
C 3.95080 3.43229 0.90720 -1.02
C 3.34261 4.64729 0.66562 -0.38
C 1.94984 4.73871 0.66207 -1.11
C 1.22130 3.59781 0.90138 -0.23
N 1.81449 2.42196 1.14194 1.21
C 1.83644 -0.87546 3.88860 0.08
C 1.87069 -1.84462 4.89810 -0.90
C 1.07646 -2.96129 4.81891 -0.55
C 0.24140 -3.11489 3.71751 -1.24
C 0.25733 -2.14895 2.74607 -0.52
N 1.04354 -1.04630 2.80100 0.74
H 5.02597 3.32341 0.91905 0.55
H 3.94297 5.52794 0.47855 0.45
H 1.44686 5.67354 0.46312 0.54
H 0.13767 3.60432 0.89237 0.37
H 2.53972 -1.67968 5.73043 0.52
H 1.10095 -3.70727 5.60234 0.44
H -0.41852 -3.96360 3.61231 0.56
H -0.40468 -2.23831 1.90425 1.00
C 0.17029 3.35754 4.53341 -1.38
C -0.55140 2.49910 3.54601 0.44
N -1.85548 2.71441 3.35265 -0.27
O 0.03015 1.62283 2.89288 0.37
H -0.48789 3.69556 5.33128 0.52
H 0.56215 4.23040 4.00542 0.26
H 1.01470 2.80628 4.93895 0.13
H -2.36120 3.39243 3.89616 0.24
H -2.36293 2.13367 2.69981 0.14
```

LUMO level (spin up / spin down) = -3.18 / -3.73 eV
HOMO energy (spin up / spin down) = -9.22 / -10.44 eV
Energy relative to the best compared isomer or geometry (same formula, charge and spin) = 1.018 eV
HOMO-LUMO gap (spin up / spin down) = 0.222 / 0.247 Ha
Molecular weight = 885.60 g/mol
Total charge = +1
Multiplicity = 2